(1)
C6H20NO5 | the ωB97M-V functional and the def2-TZVPD basis

Geometry as XYZ:
```
32
Properties=species:S:1:pos:R:3:forces:R:3
O -1.07500 2.59396 0.68946 0.1184 0.3551 0.1067
C -1.14844 1.37491 1.07259 0.0564 -0.1727 -0.2995
C 0.10844 0.69493 1.53882 -2.3159 -0.4512 -0.4320
C 0.08020 -0.80874 1.24096 0.3875 0.0018 -0.2602
C 1.36116 -1.52055 1.66016 -0.3940 0.5873 0.0422
C 1.66658 -1.53492 2.95146 0.1157 -0.9556 0.5967
C 2.22370 -2.13200 0.58348 -1.2170 -1.6640 0.4863
N 1.19193 1.35678 0.79745 1.6069 1.4767 -0.1876
H -2.08996 0.83568 1.22025 0.1116 0.0582 0.0889
H 0.18204 0.84225 2.61419 1.0773 0.1979 0.3289
H -0.14437 -0.89737 0.16961 0.2896 -0.1236 0.1192
H -0.77863 -1.25144 1.75174 0.0425 0.2111 0.0945
H 2.50319 -2.11121 3.33475 0.2611 0.2192 -0.2030
H 0.99656 -1.20671 3.74457 -0.0137 0.3049 -0.3828
H 3.06991 -1.56022 0.25234 0.1893 0.4356 -0.3837
H 1.53739 -2.45777 -0.20366 0.3477 0.6544 -0.5409
H 2.57104 -3.12154 0.89898 0.4676 0.2870 0.3864
H 2.03519 0.80584 0.68437 0.2107 -0.3237 0.4336
H 1.46041 2.26001 1.21400 -0.3370 -0.4111 0.2303
H 1.00001 1.64108 -0.17796 -0.9007 -0.4849 0.4159
H -3.66084 0.23177 -1.41701 0.2925 0.3796 0.3439
H -2.70225 -0.86949 -1.23592 0.2586 0.1188 0.1750
O -2.77190 0.08234 -1.04351 -0.9561 -0.7554 -0.9168
H 2.39745 0.54384 -2.30242 -0.3137 0.0849 -0.6434
H 0.87477 1.16184 -2.26802 0.0323 -0.2751 -0.6651
O 1.68789 0.92548 -1.79060 0.1617 0.1092 0.8836
H -1.39306 2.01497 -3.24958 0.4328 0.2988 0.0396
H -1.59890 0.76517 -2.47053 0.3679 0.0329 0.7265
O -0.89300 1.39640 -2.70470 -0.4849 -0.2141 -0.6411
H -0.93807 -1.96786 -1.79543 -0.1412 -0.0672 -0.0186
H -1.20778 -2.77766 -3.04054 -0.2121 -0.0307 -0.0472
O -1.65861 -2.40238 -2.27565 0.4584 0.1158 0.1238
```
Forces are in eV/Å.

As for the spin multiplicity: 2. The value obtained for the orbital gap (alpha / beta) is 3.680 / 7.374 eV. The relative energy (zero: lowest compared OMol25 entry of this formula, charge and spin) comes out at 0.000 eV. As for the HOMO energy (alpha / beta): -3.48 / -7.24 eV.

Here are the Mulliken charges for atoms 1 to 8, given in e: -0.7802, -0.5957, 0.3133, -0.4768, 0.7974, -1.2190, -1.0090, -0.2405

---

(2)
C6H20O4 | the ωB97M-V functional and the def2-TZVPD basis

Geometry as XYZ:
```
30
Properties=species:S:1:pos:R:3:forces:R:3
C -5.43281 16.46409 -15.08882 -1.6318 0.3404 0.6053
C -5.54175 16.53778 -16.62419 0.2404 -0.5351 1.5364
O -4.64932 17.54650 -16.96458 0.7108 1.1029 -0.9213
H -6.12163 15.76121 -14.62022 0.4690 -0.9411 -0.3243
H -5.89391 17.33057 -14.61480 0.0973 0.8057 -0.5896
H -4.45362 16.46294 -14.60999 0.2041 -0.5926 -0.6823
H -6.54641 16.78916 -16.96414 -0.2844 -0.0271 0.2989
H -5.25420 15.61758 -17.13277 0.0022 -0.3681 0.2229
H -4.78396 17.72413 -17.89835 0.2733 0.2438 -0.1262
C -2.39465 21.89643 -16.20489 0.1665 -0.4943 0.5832
C -1.24712 22.72224 -15.67976 -0.9688 1.5218 0.6597
O -0.16230 21.96930 -15.30070 1.9069 -2.3467 -0.3015
H -3.23863 22.49228 -16.55241 0.1875 0.1522 -0.0115
H -2.71439 21.37339 -15.30362 -0.3967 -0.6362 -0.4177
H -2.08207 21.20357 -16.98612 -0.0529 -0.0355 0.0066
H -1.53626 23.04777 -14.68049 -0.8749 1.2783 -0.3519
H -1.03620 23.55286 -16.35331 0.3547 0.1039 0.0959
H 0.71738 22.31203 -15.47468 -0.3442 0.3313 -0.2919
C 3.29614 16.48124 -14.97736 0.0990 -0.9397 -0.2986
C 3.81298 17.73332 -15.63125 0.3138 0.1797 0.5490
O 2.78295 18.37769 -16.29429 -1.1222 0.7680 -0.8615
H 4.12345 15.82289 -14.71232 -0.1260 0.0581 0.5897
H 2.66314 15.87503 -15.62538 0.1962 0.0934 -0.6622
H 2.59623 16.68995 -14.16825 0.5254 0.2085 0.4914
H 4.62690 17.62005 -16.34735 0.0333 -0.5469 -0.0025
H 4.19231 18.41051 -14.86600 0.2654 0.0092 0.3188
H 1.95990 18.02335 -15.94986 -0.2847 0.1791 -0.1251
O -0.91353 18.23676 -15.53219 0.2536 -0.2343 0.0920
H -0.68590 19.15756 -15.66074 0.1070 0.4256 0.0381
H -1.79577 18.15481 -15.89434 -0.3200 -0.1040 -0.1198
```
Forces are in eV/Å.

As for the spin multiplicity: 1. The value obtained for the orbital gap is 10.519 eV. The SMILES is CCO.CCO.CCO.O. The relative energy (zero: lowest compared OMol25 entry of this formula, charge and spin) comes out at 1.899 eV. As for the HOMO energy: -9.80 eV.

Here are the Mulliken charges for atoms 1 to 8, given in e: -1.1298, -0.1497, -0.4799, 0.3657, 0.3035, 0.2974, 0.2613, 0.2681

---

(3)
C6H20O7 | the ωB97M-V functional and the def2-TZVPD basis

Geometry as XYZ:
```
33
Properties=species:S:1:pos:R:3:forces:R:3
O -2.37324 -0.63067 1.03400 -0.1822 -1.1685 0.1014
C -1.03459 -1.11794 1.18426 -0.8822 1.3941 -2.7126
C -0.29673 -0.28797 2.13885 -0.5867 0.1330 1.9987
O 1.02892 -0.70552 2.14053 2.0214 0.1995 -0.3461
H -2.88002 -1.31259 0.55058 0.3041 0.6617 0.3895
H -0.93888 -2.18187 1.30656 -0.2432 -0.5880 0.8180
H -0.51777 -0.91921 0.25136 0.0839 -0.2244 -0.6061
H -0.68819 -0.52673 3.12039 -0.4230 0.6816 0.5626
H -0.32378 0.81757 1.94961 -0.1329 -1.1507 0.0052
H 1.12562 -1.64645 2.32006 -0.2436 0.1313 0.0570
O -0.88365 2.24702 -1.08679 0.2924 -0.1303 -0.6359
C -0.98777 3.19654 -0.06708 -1.6970 1.0826 -0.5629
C 0.27308 3.91089 0.32052 0.9060 0.2102 0.4006
O -0.00939 4.93484 1.35025 0.9571 -1.6593 -1.0064
H -0.16398 1.63739 -0.85769 0.0670 0.2641 0.1396
H -1.79999 3.92821 -0.39665 0.9065 -0.8416 0.4688
H -1.30089 2.69597 0.83673 -0.6243 0.0149 0.5317
H 0.90914 4.27542 -0.51840 -0.8189 0.2537 0.3621
H 0.86935 3.07535 0.72566 0.2119 0.8389 0.5792
H -0.75281 5.44688 1.03907 -0.2896 0.1983 -0.2454
O 0.34784 -1.12463 -2.31410 -1.8010 0.5688 -0.0796
C 0.56552 -2.50981 -2.46462 1.8331 -0.0349 1.3073
C 0.84933 -3.10989 -1.07807 -0.9169 -0.6622 0.1879
O 1.29705 -4.45483 -1.11561 0.2153 -0.1611 -0.8785
H -0.61946 -0.99223 -2.40211 0.8684 0.2874 0.1412
H -0.16716 -2.97565 -3.09478 -0.5303 -0.4902 0.1070
H 1.51403 -2.57835 -2.93405 0.8491 -0.2564 -1.0386
H -0.06758 -3.16352 -0.51228 -0.5555 0.6198 0.3748
H 1.60461 -2.55910 -0.50966 -0.2482 0.7223 -0.4369
H 1.60079 -4.59896 -0.22412 0.2692 -0.5718 0.2553
O 1.37447 0.74425 -0.31404 0.2386 1.3979 -0.4475
H 0.99377 0.12491 -0.93164 0.0955 -0.9636 -0.2761
H 1.45235 0.36068 0.55326 0.0561 -0.7573 0.4848
```
Forces are in eV/Å.

As for the spin multiplicity: 1. The value obtained for the orbital gap is 9.832 eV. The SMILES is OCCO.OCCO.OCCO.O. The relative energy (zero: lowest compared OMol25 entry of this formula, charge and spin) comes out at 3.203 eV. As for the HOMO energy: -9.73 eV.

Here are the Mulliken charges for atoms 1 to 8, given in e: -0.5435, 0.3174, -0.5239, -0.6005, 0.2983, 0.4906, -0.2245, 0.4018

---

(4)
C6H20O7Rb | the ωB97M-V functional and the def2-TZVPD basis

Geometry as XYZ:
```
34
Properties=species:S:1:pos:R:3:forces:R:3
Rb -0.36047 0.31158 0.41233 -0.0815 0.2182 0.4923
O 0.85927 1.67177 -1.66048 0.1289 0.0190 -0.2662
H 1.37327 2.40285 -2.02750 -0.1234 -0.0430 0.0972
H 0.96038 0.95788 -2.30040 0.1151 0.1247 -0.0122
C 2.57784 -1.10418 2.11828 1.8725 -0.1669 -0.0982
C 2.30621 -0.16500 3.25428 0.2436 -0.3067 1.1627
O 0.94083 0.16949 3.36895 -0.5432 1.0753 -0.7041
O 2.45231 -0.45548 0.83233 -0.6142 -0.4989 0.4797
H 2.04697 -2.05308 2.21856 -0.6460 0.3133 -0.5370
H 3.62740 -1.43098 2.16065 -0.0916 0.0417 0.3850
H 2.91497 0.73976 3.15815 -0.5528 0.2347 -0.4100
H 2.66584 -0.53094 4.22882 -0.0520 -0.5534 -0.3383
H 0.37291 -0.55515 3.63676 0.4154 -0.3657 0.2994
H 3.27348 0.03672 0.74361 -0.0908 0.1356 -0.2573
C -3.84861 1.76441 -0.21255 0.7367 -0.6924 0.3606
C -4.81719 2.87830 0.04869 -0.5738 0.6583 -0.9254
O -4.19215 4.15285 0.12744 0.1168 -0.2735 0.7080
O -3.10145 1.33832 0.95579 -0.0608 0.0460 -0.2389
H -3.08738 2.11041 -0.91509 -0.0844 0.0060 -0.0630
H -4.32071 0.87010 -0.62953 -0.2625 0.2153 -0.1361
H -5.42132 2.69284 0.93708 0.2506 0.1592 0.2291
H -5.53444 2.92673 -0.78189 -0.0008 -0.3480 0.0475
H -4.09280 4.51327 -0.75545 -0.0593 -0.0045 -0.0932
H -3.69644 0.82007 1.50866 -0.0142 0.1557 0.0555
C 2.44091 -2.43459 -2.15441 0.1271 -0.6271 -0.0815
C 1.18304 -2.80895 -1.37365 0.6338 0.1998 -0.4014
O 0.18853 -1.76627 -1.35849 0.4035 -0.0026 -0.2033
O 2.23172 -2.40123 -3.57097 -0.2289 0.3508 0.6547
H 3.17061 -3.23194 -1.98981 -0.1192 -0.0528 -0.0752
H 2.92697 -1.53407 -1.76616 -0.3264 0.2351 -0.1100
H 1.49944 -3.00515 -0.35101 -0.3369 0.0344 0.1169
H 0.75883 -3.70326 -1.83172 -0.0425 -0.0863 0.1679
H 0.09073 -1.48960 -2.27627 -0.3402 -0.1644 0.0008
H 1.61049 -1.68751 -3.75503 0.2013 -0.0367 -0.3060
```
Forces are in eV/Å.

As for the spin multiplicity: 1. The value obtained for the orbital gap is 9.892 eV. The relative energy (zero: lowest compared OMol25 entry of this formula, charge and spin) comes out at 0.212 eV. As for the total charge: +1. As for the HOMO energy: -12.90 eV.

Here are the Mulliken charges for atoms 1 to 8, given in e: 0.8711, -0.5258, 0.2662, 0.2801, -0.4850, -0.4689, -0.5065, -0.3584